Entry w
Molecular formula: C3H11N2O
Method: DFT, ωB97M-V with the def2-TZVPD basis set

Element x y z (Å)
C: -0.5330 -1.1331 0.1771
N: -0.1583 -2.1471 -0.8009
C: 0.7319 -0.4560 0.6849
N: 0.4241 0.7179 1.5426
H: -1.0856 -1.5443 1.0319
H: -1.1438 -0.3757 -0.3125
H: 0.0367 -3.0301 -0.3282
H: -0.9472 -2.3464 -1.4117
H: 1.3012 -0.1213 -0.1831
H: 1.3908 -1.1143 1.2494
H: 1.3185 1.1411 1.7933
H: -0.0982 1.4720 1.0863
H: -0.0667 0.4988 2.4074
O: -0.0589 2.4157 -0.6173
C: -0.3012 2.0976 -1.7538
H: -0.9533 2.7279 -2.3649
H: 0.1428 1.1973 -2.2007

Values from the calculation:
LUMO (eV): -3.333
Total charge: +1
E_HOMO (eV): -13.69
Gap between HOMO and LUMO (Ha): 0.3807

These are the Mulliken partial charges, in e, on atoms 1 to 6: atom 1 (C): -0.4755, atom 2 (N): -0.5889, atom 3 (C): -0.5709, atom 4 (N): -0.2067, atom 5 (H): 0.3436, atom 6 (H): 0.3562

---

Entry x
Molecular formula: C3H11N2O
Method: DFT, ωB97M-V with the def2-TZVPD basis set

Element x y z (Å)
C: 2.4611 1.1189 -0.9235
N: 2.2452 -0.3622 -0.7346
H: 2.2375 -0.7955 -1.6601
H: 3.0163 -0.7958 -0.2140
H: 1.3756 -0.4985 -0.1721
H: 2.9860 1.5249 -0.0735
H: 1.4843 1.5786 -0.9614
H: 3.0569 1.2862 -1.8146
C: -2.6009 -0.1090 -0.2504
C: -1.3063 -0.1933 0.4675
O: -0.2473 -0.0672 -0.1694
N: -1.3054 -0.3589 1.7913
H: -2.6810 -1.0156 -0.8379
H: -2.6159 0.7406 -0.9227
H: -0.3876 -0.3601 2.2087
H: -2.1396 -0.6552 2.2668
H: -3.4697 -0.1139 0.4055

Values from the calculation:
LUMO (eV): -3.122
Total charge: +1
E_HOMO (eV): -14.34
Gap between HOMO and LUMO (Ha): 0.4122

These are the Mulliken partial charges, in e, on atoms 1 to 6: atom 1 (C): -0.7059, atom 2 (N): -0.2279, atom 3 (H): 0.3606, atom 4 (H): 0.3969, atom 5 (H): 0.2857, atom 6 (H): 0.3216

---

Which of them is most stable? Easy: entry x.

---

Entry w
Molecular formula: C10H18N3O
Method: DFT, ωB97M-V with the def2-TZVPD basis set

Element x y z (Å)
C: 3.4171 -1.0731 3.1651
C: -0.5224 -0.6932 1.4702
C: 0.3322 -1.6867 1.0175
C: -0.1002 0.1942 2.4431
C: 1.6017 -1.8019 1.5685
C: 1.1722 0.0645 2.9796
C: 2.0452 -0.9313 2.5565
O: -1.7883 -0.5313 0.9359
H: 0.0341 -2.3850 0.2429
H: -1.9925 -1.2923 0.3758
H: -0.7715 0.9685 2.7857
H: 2.2438 -2.5961 1.2079
H: 1.4668 0.7609 3.7527
H: 3.7441 -0.1230 3.5835
H: 4.1460 -1.3353 2.3942
H: 3.4425 -1.8467 3.9270
C: 0.1916 1.0617 -1.5274
C: 1.6788 1.0102 -1.8273
C: -1.9094 0.9483 -2.7969
N: -0.5844 0.9485 -2.7638
N: -2.5929 1.0389 -1.6578
N: -2.5565 0.8443 -3.9616
H: -0.0852 0.2445 -0.8620
H: -0.0529 2.0067 -1.0364
H: 1.9455 1.7833 -2.5528
H: 1.9482 0.0381 -2.2406
H: -0.0952 0.8578 -3.6404
H: -2.1051 1.0831 -0.7737
H: -3.5950 0.9640 -1.6512
H: -2.0650 0.8116 -4.8390
H: -3.5596 0.8895 -4.0063
H: 2.2491 1.1428 -0.9082

Values from the calculation:
LUMO (eV): -2.860
Total charge: +1
E_HOMO (eV): -11.22
Gap between HOMO and LUMO (Ha): 0.3071

These are the Mulliken partial charges, in e, on atoms 1 to 6: atom 1 (C): -1.4073, atom 2 (C): 0.4158, atom 3 (C): -0.1027, atom 4 (C): -0.6623, atom 5 (C): -0.6546, atom 6 (C): -0.4884

---

Entry x
Molecular formula: C10H18N3O
Method: DFT, ωB97M-V with the def2-TZVPD basis set

Element x y z (Å)
C: 2.9065 1.0116 0.4043
C: 4.1486 -0.4415 -0.7582
C: 2.8215 -0.4418 0.8983
C: 1.0790 0.3993 -0.7354
C: -0.1759 -1.4330 -1.5342
C: -2.0823 -0.8682 0.5390
C: -1.0076 1.0192 1.3833
C: -1.9917 1.1408 -0.9410
C: 1.8024 -0.7773 1.6686
C: -0.0872 -0.1484 -0.6787
N: 3.5750 -1.2288 0.1013
N: 3.7512 0.8825 -0.7380
N: -1.2578 0.2706 0.0722
O: 1.5799 1.3567 -0.0176
H: 3.2817 1.8605 1.0042
H: 4.7947 -0.6730 -1.6606
H: 1.8676 0.0998 -1.4107
H: -1.1852 -1.5410 -2.0727
H: 0.5667 -1.4417 -2.3006
H: -0.0402 -2.1915 -0.9076
H: -2.2481 -1.5884 -0.1244
H: -1.5534 -1.2800 1.3761
H: -2.9646 -0.5623 1.0222
H: -1.7013 1.6649 1.7842
H: -0.6714 0.1762 2.1327
H: -0.0179 1.4665 1.2214
H: -2.9953 1.4790 -0.5622
H: -1.2517 2.0292 -1.3106
H: -2.1576 0.5242 -1.7849
H: 1.2248 0.0203 2.0709
H: 1.9009 -1.7063 2.0837
H: 4.1633 1.6030 -1.3393

Values from the calculation:
LUMO (eV): -2.523
SMILES: C=C1N=CN[C@H]1O/C=C(/C)[N+](C)(C)C
Total charge: +1
E_HOMO (eV): -11.67
Gap between HOMO and LUMO (Ha): 0.3361

These are the Mulliken partial charges, in e, on atoms 1 to 6: atom 1 (C): -0.0860, atom 2 (C): -0.1545, atom 3 (C): 0.5149, atom 4 (C): -0.0737, atom 5 (C): -2.0907, atom 6 (C): -1.0846

---

Which of them is most stable? Easy: entry w.

---

Entry w
Molecular formula: C9H18N2O3
Method: DFT, ωB97M-V with the def2-TZVPD basis set

Element x y z (Å)
C: -0.5251 -0.2420 -0.1216
C: 0.2178 -0.1321 -1.4645
C: -1.7382 -1.2665 -0.0495
C: -1.1883 -2.6491 -0.2636
C: -2.6117 -1.1155 1.2114
C: -1.7896 -1.5132 2.4383
C: 2.1763 1.1766 -0.2619
C: 1.5776 2.5858 -0.2285
C: 3.6520 1.2947 -0.8116
H: -1.8571 1.3269 -0.3790
H: -1.1553 1.3590 1.1261
H: 0.2092 -0.2648 0.7361
H: -2.1416 -0.8817 -1.0856
H: -1.3032 -2.9668 -1.6080
H: -0.0589 -2.7303 0.2583
H: -1.8288 -3.5165 0.4815
H: -3.0865 -0.1106 1.4489
H: -3.4551 -1.7827 1.2153
H: -1.2864 -2.5392 2.4613
H: -0.9567 -0.7757 2.5438
H: -2.4022 -1.5947 3.3749
H: 1.9409 0.3199 -2.3731
H: 1.8985 0.8253 0.7425
H: 3.5098 1.5017 -1.9676
H: 4.2831 0.3937 -0.7976
H: 4.3301 2.2482 -0.4998
H: 0.7290 3.7066 -1.4808
N: -1.0249 1.1208 0.1003
N: 1.5550 0.3893 -1.3750
O: -0.2849 -0.4198 -2.5472
O: 1.4725 3.3653 0.7125
O: 1.1428 2.8876 -1.5361

Values from the calculation:
LUMO (eV): 0.681
E_HOMO (eV): -9.27
Gap between HOMO and LUMO (Ha): 0.3657

These are the Mulliken partial charges, in e, on atoms 1 to 6: atom 1 (C): -0.4846, atom 2 (C): -0.0848, atom 3 (C): 0.6139, atom 4 (C): -1.0377, atom 5 (C): -0.9090, atom 6 (C): -0.9058

---

Entry x
Molecular formula: C9H18N2O3
Method: DFT, ωB97M-V with the def2-TZVPD basis set

Element x y z (Å)
C: 0.4883 0.1200 -0.2773
C: -0.4101 1.3340 -0.5336
C: 1.9526 0.3967 -0.5923
C: 2.5006 1.4595 0.4426
C: 2.8086 -0.8526 -0.5865
C: 2.8833 -1.6810 0.7516
C: -2.3475 0.1481 0.5952
C: -3.0101 -0.7578 -0.4171
C: -3.5249 0.7665 1.4911
H: -0.0760 -0.9155 -2.0127
H: 0.3010 -1.9098 -0.7366
H: 0.4399 -0.1125 0.8126
H: 1.8991 0.8412 -1.5846
H: 1.9189 2.4086 0.4014
H: 2.3704 1.1104 1.4682
H: 3.5972 1.6350 0.2790
H: 2.5440 -1.6100 -1.3396
H: 3.8172 -0.5758 -0.9273
H: 3.2849 -1.0467 1.5448
H: 1.8897 -2.0005 1.0618
H: 3.5495 -2.5391 0.6221
H: -2.2458 2.0130 -0.4340
H: -1.6484 -0.4718 1.1553
H: -4.2201 1.2964 0.8165
H: -3.0771 1.4215 2.2403
H: -3.9973 -0.1096 1.9853
H: -3.4068 -0.8907 -2.1914
N: -0.0991 -1.0020 -0.9846
N: -1.6750 1.3108 0.0088
O: -0.0151 2.2461 -1.2577
O: -3.3530 -1.8736 -0.1566
O: -3.1387 -0.1589 -1.6448

Values from the calculation:
LUMO (eV): 0.659
SMILES: CC[C@H](C)[C@H](N)C(=O)N[C@@H](C)C(=O)O
E_HOMO (eV): -9.44
Gap between HOMO and LUMO (Ha): 0.3712

These are the Mulliken partial charges, in e, on atoms 1 to 6: atom 1 (C): -0.3553, atom 2 (C): 0.1631, atom 3 (C): 0.4343, atom 4 (C): -1.4956, atom 5 (C): -0.9930, atom 6 (C): -1.0717

---

Which of them is most stable? Easy: entry x.

---

Entry w
Molecular formula: C7H9N3O2
Method: DFT, ωB97M-V with the def2-TZVPD basis set

Element x y z (Å)
C: 2.3039 -0.0930 0.2963
C: 0.0581 -0.3105 0.3698
C: -0.7592 -1.0572 -0.8279
C: -2.0498 -0.6573 -0.9874
C: -2.7368 0.2192 -0.0044
C: -2.0080 0.6136 1.1899
C: -0.6466 0.3461 1.4333
H: 4.3248 -0.1450 0.0141
H: 3.4393 -1.8148 0.4452
H: 3.2822 1.1849 -1.0890
H: 0.5521 1.8523 -0.8731
H: -0.0388 -1.6870 -1.5129
H: -2.8211 -1.2293 -1.7381
H: -4.4839 -0.1619 -0.8740
H: -2.6945 1.1139 2.0623
H: -0.3090 -0.1947 2.5703
N: 3.3865 -0.7436 0.0733
N: 2.3368 1.0182 -0.5201
N: 1.3790 -0.9125 0.6723
O: 1.4801 2.1856 -0.5172
O: -3.9951 0.4728 -0.1828

Values from the calculation:
LUMO (eV): 0.666
SMILES: N/C(=N/c1ccc(O)cc1)NO
E_HOMO (eV): -7.43
Gap between HOMO and LUMO (Ha): 0.2976

These are the Mulliken partial charges, in e, on atoms 1 to 6: atom 1 (C): 0.5626, atom 2 (C): 0.3983, atom 3 (C): -0.6888, atom 4 (C): -0.1760, atom 5 (C): 0.8447, atom 6 (C): -0.3729

---

Entry x
Molecular formula: C7H9N3O2
Method: DFT, ωB97M-V with the def2-TZVPD basis set

Element x y z (Å)
C: 0.4497 -3.2403 1.6575
C: 1.2231 -2.1566 1.3380
C: -0.0572 -1.1318 0.2821
C: -0.5750 1.1138 0.7842
C: -1.1025 1.0522 -0.6178
C: 0.1011 0.1833 -0.2886
C: 1.3773 0.5785 -0.9139
N: -0.8292 -3.0890 1.3165
N: -1.0026 -1.9703 0.6223
N: 2.5648 -2.0598 1.5287
O: 3.0193 -2.9186 2.2804
O: 3.1652 -1.1204 1.0180
H: 0.6560 -4.1062 2.1873
H: 0.0259 2.0483 0.9410
H: -1.0986 0.8225 1.6584
H: -2.0262 0.6384 -0.6957
H: -0.8557 1.7116 -1.3915
H: 2.1872 -0.2618 -0.6883
H: 1.6542 1.5628 -0.5204
H: 1.1846 0.6903 -2.0497
H: -1.8874 -1.5970 0.3397

Values from the calculation:
LUMO (eV): -0.159
E_HOMO (eV): -8.47
Gap between HOMO and LUMO (Ha): 0.3053

These are the Mulliken partial charges, in e, on atoms 1 to 6: atom 1 (C): -0.3043, atom 2 (C): 0.0574, atom 3 (C): -0.2826, atom 4 (C): -0.6736, atom 5 (C): -0.7983, atom 6 (C): 1.1974

---

Which of them is most stable? Easy: entry w.